Below is C29H30AsBiBr2N2O4S4 as an isolated structure, with properties calculated with ωB97M-V/def2-TZVPD.

Last column: Löwdin charge in e.
Cartesian coordinates (Å):
H -0.200 -2.693 -1.017  0.06
C 1.011 -3.420 6.045  -0.32
H -0.167 3.489 -2.452  0.08
H 0.768 -1.629 -5.104  0.07
C -2.271 2.173 -5.457  -0.06
H -4.055 2.153 5.017  0.10
C -1.358 2.430 5.307  -0.02
N 1.232 -2.222 3.556  -0.01
C 0.262 0.218 -1.512  -0.41
S 4.478 -2.241 -2.351  -0.17
C -4.091 0.893 3.289  -0.10
Br 0.500 2.559 0.154  0.71
H 2.753 -1.077 4.347  0.10
C 0.206 -3.839 4.998  -0.06
C -1.956 0.232 2.372  -0.01
H -1.416 -3.420 -3.657  0.07
H -1.177 4.634 -5.699  0.08
C 2.237 1.646 4.365  -0.65
C 0.002 2.432 5.295  0.00
H -1.916 2.996 6.046  0.11
H 0.596 2.988 6.005  0.10
C 0.692 1.665 4.316  -0.18
S 6.570 -1.530 0.351  -0.23
C -0.873 4.111 -4.788  -0.08
H -1.355 -0.286 1.632  0.09
H 1.139 2.587 -5.884  0.09
H -1.579 4.370 -3.995  0.08
As 4.613 -1.435 -0.411  -0.54
H 0.118 4.471 -4.503  0.09
O 0.510 -0.484 -0.441  -0.40
O 2.873 1.045 3.449  -0.21
H 0.441 -3.837 -2.213  0.08
C -0.349 0.428 -3.847  -0.01
S 3.819 0.689 -0.361  -0.08
C 0.458 -2.794 -1.877  -0.07
C -0.002 -0.387 -2.779  -0.07
H -2.305 1.112 -5.710  0.07
S 3.141 -2.385 0.998  -0.09
H -0.137 2.908 -7.078  0.08
H 1.477 -2.568 -1.564  0.03
H 2.019 -1.953 -3.884  0.03
C -2.064 1.677 4.337  -0.17
H -2.094 -2.144 -2.627  0.08
H -3.824 -0.352 1.542  0.10
C 1.947 -2.419 5.824  0.01
C 0.374 -3.187 3.787  -0.75
C 0.022 -1.907 -3.050  -0.52
H 2.599 -2.074 6.619  0.12
H 0.125 1.266 -6.464  0.07
C -0.435 1.819 -3.800  -0.19
C 2.031 -1.857 4.564  -0.11
O 0.849 -4.013 7.260  0.05
Br -0.730 -3.683 2.325  0.73
C -0.144 2.416 -2.585  -0.11
H -0.567 -0.058 -4.792  0.09
Bi 2.063 -0.110 1.223  1.15
H 1.461 -3.608 7.882  0.10
C -1.297 0.965 3.386  -0.22
C 1.001 -2.196 -4.199  -0.06
H 0.973 -3.262 -4.448  0.08
N 0.063 0.968 3.412  0.13
C -1.401 -2.346 -3.448  -0.06
C 0.125 2.323 -6.190  -0.05
O 2.718 2.216 5.355  -0.02
H -2.610 2.745 -6.329  0.08
C -3.322 0.203 2.326  -0.08
C -3.475 1.615 4.273  -0.06
H -1.763 -1.820 -4.336  0.07
C 0.190 1.627 -1.499  -0.54
H -5.173 0.848 3.240  0.09
C -0.857 2.603 -5.042  -0.56
H -2.971 2.345 -4.637  0.09
H -0.520 -4.627 5.130  0.10

Summary:
**Largest force on an atom**: 1.0 eV/Å
**E_tot**: -291841.2005 eV
**Net charge**: -2
**Orbital gap**: 5.4 eV
**Energy relative to the best compared isomer or geometry (same formula, charge and spin)**: 24.21 kJ/mol
**E_HOMO**: -1.76 eV